No. 1
109
Properties=species:S:1:pos:R:3:forces:R:3 method="wB97M-V/def2-TZVPD" lumo_energy_ha=-0.083 multiplicity=1 largest_force_ev_per_a=6.5 homo_energy_ev=-11.35 total_charge=+1 gap_ev=9.1
C -2.909672 5.522716 1.780719 -0.7 0.2 0.2
C -2.366406 6.883118 2.256368 0.0 -0.8 0.4
C -0.855573 6.935018 2.475683 0.5 0.7 -1.0
C -0.022799 6.570311 1.229261 -0.2 -0.2 0.7
C 1.508495 6.664932 1.484763 -0.5 -1.0 -1.2
C 2.223431 5.274428 1.433600 0.1 1.1 0.8
C 2.559009 4.760426 2.840080 0.3 0.1 -0.2
C 3.237061 3.375754 2.907269 -0.5 0.3 0.1
C 2.609320 2.255359 2.042704 0.6 -0.6 0.6
C 1.961644 1.074043 2.843991 0.1 -0.1 -0.8
C 0.420177 1.014044 2.760777 0.2 -0.7 -0.3
S -0.172051 2.441539 3.720394 -1.3 -0.6 2.1
O 0.777151 2.812265 4.702921 0.9 0.4 -0.9
O -1.469847 2.216282 4.267681 -0.6 0.1 -1.2
F -0.338768 3.540387 2.598592 0.4 -0.2 0.1
C -0.024505 0.932443 1.263054 2.2 1.0 0.8
N -1.316905 0.190339 1.106038 -0.2 1.9 -0.1
C -2.296135 1.264914 0.649027 -0.7 0.1 -0.3
C -2.096442 1.716905 -0.793384 0.1 0.6 0.2
C -3.123842 2.835106 -1.107730 0.7 -0.5 -0.4
I -3.502531 2.827022 -3.227525 -0.1 0.1 0.4
P -1.282221 -1.294346 0.002940 1.0 -2.9 0.6
C -2.898820 -1.542290 -0.828633 0.0 0.9 -0.8
C 0.014434 -1.089109 -1.294183 -0.5 1.4 0.4
C -1.640549 -0.185013 2.552352 -2.1 0.1 0.4
P -2.886105 -1.597167 2.816480 0.0 -2.2 -0.5
C -3.241830 -1.516180 4.630417 0.5 0.6 0.1
O -4.321077 -1.141612 2.104394 1.0 1.2 0.2
C -0.283264 -0.283349 3.281990 0.6 -0.5 0.2
F -0.391698 -0.314631 4.659613 -0.4 0.6 -0.1
C 0.560316 -1.553474 3.000980 0.1 0.5 0.2
C 0.090256 -2.817758 3.768737 0.7 0.0 -0.8
C 0.049146 -4.018569 2.825186 -0.4 -0.9 0.7
F -0.869363 -3.883688 1.844114 0.2 0.3 0.0
Br 1.809777 -4.331823 2.015376 -0.3 0.3 -0.1
C -0.327390 -5.334953 3.611086 0.7 -0.2 -1.2
F -1.313250 -5.081738 4.478455 0.2 -0.1 0.1
F 0.763906 -5.783142 4.254034 -0.5 0.2 0.6
Br -0.847352 -6.740782 2.367905 -0.2 0.2 0.3
H -3.979386 5.497128 2.024669 0.1 -0.1 -0.1
H -2.865263 5.391615 0.695654 0.3 -0.1 0.1
H -2.475327 4.668716 2.308183 0.2 0.1 -0.1
H -2.841076 7.083184 3.222661 0.0 0.2 -0.2
H -2.704387 7.636159 1.539260 0.2 0.1 0.2
H -0.580149 7.969716 2.719000 -0.1 -0.1 0.2
H -0.504011 6.313244 3.306505 -0.3 0.0 0.0
H -0.292497 7.197345 0.372683 -0.1 0.1 0.2
H -0.321276 5.550906 0.945822 0.3 0.0 -0.1
H 1.724326 7.189556 2.417100 0.1 0.1 -0.2
H 1.899521 7.202134 0.616849 0.2 0.4 0.5
H 1.570114 4.620761 0.851404 0.3 -0.2 0.0
H 3.173814 5.450759 0.918465 -0.1 -0.5 -0.2
H 3.283772 5.472107 3.254471 -0.1 0.0 0.0
H 1.693027 4.839735 3.503210 0.0 -0.2 -0.1
H 4.290911 3.484151 2.638890 -0.1 0.0 -0.2
H 3.231221 3.077275 3.959876 0.1 -0.1 -0.1
H 3.441348 1.784771 1.510751 -0.2 0.1 -0.1
H 1.939001 2.630988 1.267922 0.0 0.1 0.1
H 2.312807 0.149961 2.374754 -0.1 0.1 0.0
H 2.331881 1.033138 3.868974 -0.3 0.2 0.0
H -0.011311 1.962959 0.912516 -0.8 -0.3 -0.5
H 0.849103 0.491701 0.779214 -0.5 -0.5 -0.3
H -2.217450 2.156493 1.283663 0.3 -0.3 0.2
H -3.307929 0.883735 0.812959 0.2 -0.2 -0.2
H -1.116611 2.198214 -0.892661 0.0 -0.3 0.0
H -2.116105 0.913470 -1.528572 -0.3 -0.1 0.2
H -4.045211 2.717989 -0.540640 -0.1 0.1 -0.3
H -2.646208 3.790856 -0.909052 -0.4 0.1 0.1
H -3.361248 -2.482985 -0.531242 0.2 0.1 0.4
H -3.616310 -0.728315 -0.708259 0.0 -0.2 0.1
H -2.700003 -1.613097 -1.905799 0.0 0.1 0.1
H 0.984900 -1.021656 -0.797713 -0.1 -0.1 -0.1
H -0.003098 -2.011346 -1.878448 -0.2 0.1 0.0
H -0.126626 -0.197491 -1.911165 0.2 -0.3 -0.3
H -2.256893 0.672360 2.847567 0.8 0.2 0.6
H -3.046103 -2.500985 5.062288 -0.1 0.0 -0.2
H -2.597768 -0.810392 5.163057 -0.2 0.0 0.0
H -4.287078 -1.268300 4.826282 0.1 0.0 -0.2
H -4.517975 -0.209041 2.283861 -0.5 -0.2 0.1
H 0.692131 -1.732483 1.931533 -0.3 -0.1 0.1
H 1.557598 -1.320623 3.376732 -0.1 0.0 0.0
H -0.840055 -2.687262 4.318769 -0.1 -0.1 -0.3
H 0.852659 -3.075678 4.508823 -0.2 0.1 0.1
O 0.474568 -3.212167 -5.386513 1.0 1.6 -2.5
P 1.280613 -4.275851 -6.046555 -0.6 -5.1 4.1
O 0.249174 -5.484803 -6.347865 0.4 0.7 -0.4
C -0.770899 -5.300445 -7.337882 -0.2 0.0 -0.3
C -0.233261 -5.503266 -8.742361 0.1 0.1 0.0
O 2.079503 -4.902525 -4.751799 0.3 0.5 -0.5
C 2.291190 -4.116861 -3.585584 -0.2 -0.1 0.3
C 1.304874 -4.509361 -2.505945 -0.1 0.0 0.1
O 2.427151 -4.824588 -7.060502 -0.9 2.6 -0.7
C 3.669600 -4.082386 -7.171741 0.5 -0.1 -0.1
C 4.758052 -4.727738 -6.337013 0.0 0.1 0.3
H -1.219312 -4.308245 -7.232948 0.0 0.0 0.1
H -1.545454 -6.036720 -7.127212 0.1 0.0 0.1
H 0.481319 -4.721163 -9.006068 0.0 0.0 0.0
H -1.045145 -5.482549 -9.470118 0.0 0.0 0.0
H 0.287905 -6.457098 -8.818884 -0.1 0.0 0.0
H 2.226499 -3.051271 -3.810483 -0.1 0.0 0.0
H 3.309796 -4.311225 -3.239524 0.0 -0.1 -0.1
H 0.275651 -4.412610 -2.856623 0.0 0.1 -0.1
H 1.431464 -3.886911 -1.615594 0.1 -0.1 0.0
H 1.448663 -5.551891 -2.220977 0.0 0.0 0.0
H 3.523573 -3.036600 -6.891207 0.0 0.0 0.0
H 3.951364 -4.104668 -8.223729 -0.2 0.0 0.0
H 4.653609 -4.470137 -5.284081 0.0 -0.1 0.0
H 5.740588 -4.384741 -6.662844 0.0 0.0 -0.1
H 4.712412 -5.813377 -6.412292 0.0 0.0 -0.1



No. 2
97
Properties=species:S:1:pos:R:3:forces:R:3 method="wB97M-V/def2-TZVPD" lumo_energy_ha=0.073 multiplicity=1 largest_force_ev_per_a=2.3 homo_energy_ev=-3.82 total_charge=-1 gap_ev=5.8
C 0.004807 -4.533511 2.040186 -0.2 0.4 -1.0
C -0.109138 -3.652259 0.931963 -0.4 0.1 0.7
C -1.103682 -2.428787 0.852437 2.1 -0.5 0.8
C -2.113749 -2.769466 -0.341577 1.7 0.7 -0.5
C -2.397957 -1.492970 -1.218560 0.5 -0.2 -0.7
C -2.369858 -1.852424 -2.768104 0.8 -0.3 0.1
C -0.993884 -1.338180 -3.354058 -0.1 0.5 -0.1
C -0.954578 0.248155 -3.459678 -0.4 -0.7 1.1
C 0.369467 0.886385 -2.901376 0.0 1.0 -0.8
C 0.125146 1.964047 -1.761670 1.1 -0.2 -0.1
C 0.376257 1.427641 -0.302438 -0.6 0.4 -0.2
C -0.248950 2.360116 0.823109 0.0 -1.5 0.5
C 0.521519 2.297067 2.205564 -0.6 1.5 0.4
C 1.773491 3.268641 2.266280 -0.1 -1.2 -1.1
C 3.021259 2.478667 1.715914 0.2 0.6 -0.2
C 4.385830 2.829874 2.405120 0.0 -0.8 -0.4
C 4.632353 2.072624 3.758168 -0.2 0.1 -0.3
C 4.395521 0.521845 3.682495 0.3 0.0 -0.3
C 4.991124 -0.171818 2.406869 -0.5 -0.3 0.1
O -3.212717 -3.561409 0.040808 0.1 0.6 0.2
C -4.369004 -2.896194 0.481073 -1.8 0.4 0.6
C -5.401743 -2.523820 -0.684158 0.2 -0.9 0.1
N -5.261842 -3.495035 -1.816400 -0.5 0.9 0.1
C -4.164805 -1.709365 1.492889 -0.4 -0.6 0.5
C -5.463043 -0.895826 1.830559 1.1 1.2 1.0
C -4.981741 0.404939 2.624785 -0.6 0.5 0.1
C -5.722491 1.717291 2.154791 -0.4 -0.1 -0.1
O -4.829631 2.694821 1.603235 -0.4 0.2 0.7
C -4.190692 3.432840 2.631961 0.9 0.3 0.5
H -0.518689 -5.518667 1.993458 2.2 -0.2 -0.6
H 0.646907 -4.295073 2.913002 -2.1 0.7 0.4
H 0.497961 -3.815037 0.001491 -1.9 -0.9 0.0
H -0.480620 -1.530493 0.629508 -0.9 -0.2 0.0
H -1.608510 -2.371679 1.839238 0.3 0.2 -0.7
H -1.487548 -3.425511 -1.005446 -0.8 0.4 0.5
H -1.520435 -0.811715 -1.073332 -0.9 -0.5 0.0
H -3.290866 -0.902343 -0.925507 0.5 -0.6 -0.1
H -3.247074 -1.441739 -3.319921 0.7 -0.1 0.3
H -2.379331 -2.963577 -2.924823 -0.3 0.9 0.4
H -0.745815 -1.830151 -4.326966 -0.3 0.4 0.7
H -0.159989 -1.614924 -2.655116 -0.8 -0.1 -0.5
H -1.225039 0.593339 -4.485606 0.4 -0.2 0.7
H -1.784040 0.598748 -2.782882 0.6 -0.2 -0.7
H 1.144048 0.131549 -2.609611 -0.8 0.5 -0.1
H 0.831274 1.455045 -3.752383 -0.2 -0.6 0.7
H -0.864714 2.460111 -1.895700 0.5 -0.5 0.2
H 0.895912 2.764531 -1.930888 -0.7 -0.5 0.2
H 1.473195 1.272889 -0.181235 -0.8 0.2 0.0
H -0.103734 0.427227 -0.178269 0.4 0.6 -0.1
H -1.263710 1.924397 1.039314 0.7 0.5 -0.3
H -0.423529 3.405105 0.482160 0.4 -0.6 0.2
H -0.186737 2.668136 2.999563 0.4 -0.4 -0.7
H 0.774657 1.250527 2.504032 -0.1 0.7 -0.4
H 1.544238 4.091391 1.539716 0.3 -0.3 0.9
H 1.949516 3.689220 3.282979 -0.2 -0.4 -0.7
H 3.136511 2.705516 0.625785 -0.1 -0.2 0.9
H 2.769418 1.392215 1.763360 0.5 0.8 0.1
H 5.213397 2.537330 1.709850 -0.7 0.2 0.4
H 4.451052 3.941319 2.505216 0.0 -0.8 0.2
H 3.921144 2.489452 4.518254 0.8 -0.3 -0.3
H 5.691448 2.261380 4.055721 -0.8 0.0 0.1
H 3.294666 0.347751 3.729181 0.7 -0.1 -0.1
H 4.854899 0.019052 4.572820 -0.5 0.6 -0.5
H 4.564212 0.271068 1.474340 0.7 -0.3 0.7
H 4.687384 -1.250498 2.382328 0.3 0.8 0.1
H 6.108764 -0.161286 2.394808 -0.9 0.3 -0.1
H -4.943365 -3.661492 1.073339 0.7 0.4 -0.5
H -5.291582 -1.468578 -1.022400 -0.1 -0.7 0.2
H -6.433696 -2.693252 -0.279559 0.9 0.6 0.0
H -6.164885 -3.948683 -1.946206 0.3 0.1 -0.1
H -5.093817 -2.961850 -2.668863 0.1 -0.3 0.2
H -3.831000 -2.179115 2.458090 -0.1 0.5 -0.8
H -3.365390 -0.989482 1.215688 -0.6 -0.6 -0.1
H -6.018851 -0.513469 0.948559 0.3 -0.6 0.4
H -6.142111 -1.425144 2.545011 0.4 0.1 -1.0
H -5.139867 0.288105 3.728399 0.1 -0.1 -0.9
H -3.891201 0.599850 2.495804 -0.7 -0.3 -0.1
H -6.465125 1.509498 1.341354 0.7 0.0 0.6
H -6.317051 2.199069 2.977951 0.5 -0.4 -0.5
H -3.660786 4.328045 2.220826 -0.5 -0.9 0.0
H -4.900999 3.824765 3.404925 0.3 -0.5 -0.6
H -3.414741 2.801494 3.144313 -0.6 0.5 -0.3
C 5.413809 0.225183 -5.300663 -0.3 0.1 -0.1
C 5.660652 -1.092947 -4.582604 0.3 -0.2 0.0
O 6.072041 -0.953382 -3.239811 0.5 0.8 -0.2
C 5.058916 -0.694380 -2.219491 -1.2 -1.4 -0.1
O 4.061632 -1.540358 -2.281349 0.0 0.8 0.3
C 4.581555 0.797432 -2.203011 0.7 -0.3 -0.6
F 5.606033 1.654391 -2.467659 0.0 0.3 0.1
F 4.121470 1.148553 -0.984293 -0.1 0.0 0.4
F 3.598554 1.107159 -3.061309 -0.3 0.1 -0.1
H 6.165258 0.968590 -5.029485 0.1 -0.1 0.0
H 5.435994 0.075395 -6.384952 0.1 0.0 0.0
H 4.433998 0.631959 -5.058134 0.1 0.0 0.0
H 6.501525 -1.585047 -5.084228 0.0 -0.1 0.1
H 4.808914 -1.771571 -4.684719 -0.2 0.1 0.2
H 5.686602 -0.729256 -1.304195 0.2 0.0 0.1